Record 1
Density functional theory data (wB97M-V/def2-TZVPD) for an isolated ion of composition C4H8O2 and charge -2.

## Properties
Lowest unoccupied orbital energy: 7.502 eV
Energy: -307.547966 hartree
Relative energy (zero: lowest compared OMol25 entry of this formula, charge and spin): 0.00 kJ/mol
Net charge: -2

Geometry as XYZ:
```
14
Properties=species:S:1:pos:R:3:mulliken_charge:R:1
O -2.843 -1.058 -0.775 -0.94
C -1.812 -0.183 -0.860 -0.47
C -0.572 -0.512 0.029 -0.37
C 0.575 0.510 -0.035 -0.36
C 1.818 0.166 0.835 -0.47
O 2.822 1.079 0.810 -0.95
H -2.085 0.868 -0.570 0.14
H -1.399 -0.070 -1.903 0.15
H -0.947 -0.572 1.057 0.24
H -0.170 -1.488 -0.264 0.25
H 0.221 1.486 0.314 0.23
H 0.947 0.613 -1.060 0.23
H 1.420 -0.016 1.873 0.15
H 2.158 -0.850 0.485 0.15
```

Record 2
Density functional theory data (wB97M-V/def2-TZVPD) for one molecule with the formula C5H10O.

## Properties
Lowest unoccupied orbital energy: 1.145 eV
Energy: -271.701649 hartree
Relative energy (zero: lowest compared OMol25 entry of this formula, charge and spin): 133.81 kJ/mol
Net charge: 0

Geometry as XYZ:
```
16
Properties=species:S:1:pos:R:3:mulliken_charge:R:1
C 1.254 0.181 -1.227 -1.08
C -0.224 0.573 -1.171 -0.36
C -0.708 0.919 0.248 -0.66
C -0.991 -0.396 0.931 0.06
C 0.095 -1.183 1.507 -0.55
O -0.884 -0.565 2.332 -0.46
H 1.452 -0.755 -0.694 0.24
H 1.883 0.958 -0.775 0.30
H 1.585 0.038 -2.261 0.35
H -0.824 -0.270 -1.545 0.27
H -0.414 1.406 -1.855 0.32
H -1.611 1.542 0.219 0.26
H 0.056 1.488 0.794 0.31
H -1.834 -0.934 0.488 0.38
H 0.080 -2.270 1.430 0.27
H 1.085 -0.733 1.577 0.34
```

Record 3
Density functional theory data (wB97M-V/def2-TZVPD) for an isolated ion of composition C4H7ClN3 and charge +1 in a non-equilibrium geometry.

## Properties
Lowest unoccupied orbital energy: -5.452 eV
Energy: -780.727008 hartree
Relative energy (zero: lowest compared OMol25 entry of this formula, charge and spin): 212.95 kJ/mol
Net charge: +1

Geometry as XYZ:
```
15
Properties=species:S:1:pos:R:3:mulliken_charge:R:1
H 0.177 -3.287 0.549 0.23
N -0.455 -2.539 0.290 -0.54
C -0.017 -1.391 0.121 0.44
C -0.847 -0.229 -0.323 -0.55
C -0.378 1.101 0.298 -0.53
C 1.074 1.240 0.025 -0.01
N 1.807 0.182 0.010 0.08
Cl 3.579 0.317 -0.023 0.09
N 1.346 -1.039 0.276 -0.20
H -1.896 -0.451 -0.147 0.31
H -0.714 -0.153 -1.411 0.28
H -0.940 1.917 -0.164 0.35
H -0.472 1.232 1.412 0.29
H 1.545 2.202 -0.125 0.49
H 2.017 -1.745 0.548 0.27
```

Record 4
Density functional theory data (wB97M-V/def2-TZVPD) for a 10-piece molecular cluster, C60H50N10O20 overall in a non-equilibrium geometry.

## Properties
Lowest unoccupied orbital energy: -0.985 eV
Energy: -4367.765868 hartree
Relative energy (zero: lowest compared OMol25 entry of this formula, charge and spin): 251.90 kJ/mol
Net charge: 0

Geometry as XYZ:
```
140
Properties=species:S:1:pos:R:3:mulliken_charge:R:1
O -4.501 -0.454 -1.715 -0.59
N -4.643 -0.835 -2.870 1.17
O -5.201 -1.870 -3.177 -0.61
C -4.007 -0.037 -3.912 -0.06
C -3.766 -0.600 -5.141 -0.08
C -3.024 0.045 -6.137 -0.84
C -2.812 1.390 -5.932 -0.30
C -3.161 2.054 -4.736 -0.90
C -3.716 1.327 -3.705 0.12
H -4.092 -1.619 -5.307 0.48
H -2.824 -0.438 -7.080 0.43
H -2.377 2.030 -6.692 0.37
H -2.882 3.094 -4.662 0.46
H -3.850 1.802 -2.741 0.32
O 3.006 1.369 -0.291 -0.58
N 4.133 1.780 -0.102 1.25
O 4.476 2.351 0.922 -0.66
C 5.133 1.580 -1.154 -0.13
C 4.836 0.830 -2.263 -0.15
C 5.845 0.604 -3.205 -0.53
C 7.138 1.058 -2.967 -0.50
C 7.440 1.752 -1.803 -0.55
C 6.427 2.058 -0.913 -0.37
H 3.902 0.288 -2.329 0.50
H 5.576 -0.123 -3.960 0.39
H 7.834 0.853 -3.770 0.41
H 8.409 2.178 -1.580 0.44
H 6.650 2.455 0.066 0.49
O 5.773 -2.670 8.696 -0.59
N 6.271 -2.000 7.788 0.93
O 7.456 -1.710 7.762 -0.57
C 5.380 -1.375 6.801 -0.10
C 5.970 -0.811 5.675 -0.23
C 5.154 -0.298 4.671 -0.50
C 3.778 -0.425 4.744 -0.38
C 3.228 -0.944 5.904 -0.66
C 4.008 -1.503 6.912 -0.37
H 7.044 -0.811 5.558 0.52
H 5.556 0.227 3.814 0.55
H 3.083 -0.123 3.972 0.53
H 2.167 -0.926 6.121 0.41
H 3.471 -1.850 7.782 0.49
O -8.735 4.828 -2.380 -0.60
N -9.407 4.037 -1.761 1.04
O -10.606 4.114 -1.610 -0.62
C -8.742 2.824 -1.227 -0.16
C -9.511 1.812 -0.713 -0.45
C -8.886 0.648 -0.271 -0.45
C -7.506 0.516 -0.338 -0.91
C -6.747 1.568 -0.913 -0.01
C -7.350 2.727 -1.295 -0.07
H -10.586 1.920 -0.739 0.49
H -9.455 -0.226 0.013 0.39
H -7.049 -0.459 -0.237 0.45
H -5.665 1.580 -0.939 0.31
H -6.705 3.514 -1.661 0.62
O 0.243 -4.908 2.347 -0.57
N 1.446 -4.808 2.443 0.93
O 2.112 -3.860 2.097 -0.50
C 2.145 -5.918 3.100 0.07
C 1.609 -7.181 2.978 -0.28
C 2.218 -8.272 3.586 -0.57
C 3.400 -8.084 4.258 -0.31
C 3.975 -6.799 4.371 -0.72
C 3.320 -5.726 3.835 0.01
H 0.643 -7.288 2.501 0.41
H 1.776 -9.258 3.613 0.38
H 3.882 -9.006 4.563 0.36
H 4.871 -6.720 4.970 0.39
H 3.777 -4.749 3.931 0.40
O 9.787 -2.079 2.135 -0.60
N 9.218 -1.757 1.104 0.99
O 9.780 -1.216 0.171 -0.60
C 7.777 -2.019 0.975 0.27
C 7.072 -2.305 2.126 -0.76
C 5.719 -2.614 1.991 -0.31
C 5.133 -2.517 0.727 -0.48
C 5.884 -2.252 -0.421 -0.59
C 7.240 -1.996 -0.301 -0.54
H 7.527 -2.308 3.105 0.58
H 5.025 -2.896 2.771 0.56
H 4.051 -2.575 0.721 0.53
H 5.407 -2.354 -1.386 0.46
H 7.914 -1.990 -1.143 0.49
O 3.053 8.142 -3.516 -0.58
N 2.339 7.167 -3.376 0.92
O 1.820 6.555 -4.281 -0.57
C 2.139 6.672 -2.025 0.06
C 3.167 6.828 -1.110 -0.20
C 3.164 6.196 0.126 -0.61
C 1.998 5.501 0.428 -0.38
C 0.962 5.275 -0.470 -0.19
C 1.057 5.842 -1.741 -0.52
H 3.899 7.591 -1.348 0.43
H 3.984 6.081 0.818 0.44
H 1.895 5.027 1.399 0.38
H 0.206 4.536 -0.254 0.35
H 0.353 5.568 -2.515 0.45
O -1.128 -3.726 -4.449 -0.64
N -2.239 -3.787 -3.959 1.17
O -2.548 -3.553 -2.805 -0.57
C -3.351 -4.096 -4.892 0.01
C -4.546 -4.601 -4.360 -0.23
C -5.603 -5.014 -5.177 -0.61
C -5.516 -4.704 -6.525 -0.53
C -4.303 -4.325 -7.086 -0.37
C -3.239 -4.034 -6.255 -0.16
H -4.656 -4.766 -3.297 0.38
H -6.525 -5.350 -4.727 0.37
H -6.277 -5.026 -7.228 0.37
H -4.186 -4.431 -8.155 0.41
H -2.308 -3.715 -6.714 0.44
O -5.683 2.869 5.925 -0.61
N -4.946 2.865 4.953 0.99
O -3.840 2.358 4.933 -0.60
C -5.427 3.461 3.705 -0.32
C -4.793 3.123 2.501 -0.05
C -5.320 3.615 1.318 -0.14
C -6.412 4.437 1.328 -0.71
C -7.103 4.738 2.498 -0.79
C -6.597 4.191 3.691 -0.40
H -3.885 2.541 2.485 0.58
H -4.797 3.436 0.393 0.65
H -6.850 4.837 0.421 0.52
H -7.951 5.400 2.568 0.43
H -7.147 4.311 4.615 0.45
O -1.452 3.277 1.246 -0.60
N -1.847 2.344 0.584 1.00
O -2.876 2.396 -0.091 -0.47
C -1.073 1.118 0.507 -0.24
C 0.162 1.133 1.174 -0.48
C 0.983 0.047 1.024 -0.18
C 0.553 -1.123 0.386 -0.72
C -0.680 -1.108 -0.264 -0.77
C -1.485 0.045 -0.235 -0.51
H 0.514 1.954 1.779 0.62
H 2.001 0.117 1.377 0.70
H 1.265 -1.922 0.234 0.33
H -0.814 -1.991 -0.876 0.53
H -2.392 0.024 -0.822 0.75
```

Record 5
Density functional theory data (wB97M-V/def2-TZVPD) for a 6-piece molecular cluster, C5H25N2O6 overall in a non-equilibrium geometry.

## Properties
Lowest unoccupied orbital energy: -2.801 eV
Energy: -766.150198 hartree
Relative energy (zero: lowest compared OMol25 entry of this formula, charge and spin): 330.50 kJ/mol
Net charge: +1

Geometry as XYZ:
```
38
Properties=species:S:1:pos:R:3:mulliken_charge:R:1
C 0.438 -0.360 -1.713 -0.69
N 1.676 -0.610 -0.791 -0.23
C 2.812 0.276 -1.232 -1.13
C 2.649 1.742 -0.899 -0.09
C 2.751 1.906 0.654 -0.62
O 1.427 1.707 1.265 -0.54
C -0.717 -0.123 -0.692 -0.72
N -1.044 -1.314 0.285 -0.21
H 0.339 -1.245 -2.257 0.45
H 0.288 0.488 -2.443 0.27
H 1.490 -0.268 0.191 0.32
H 3.047 0.245 -2.394 0.28
H 3.738 -0.114 -0.785 0.46
H 1.632 2.110 -1.280 0.12
H 3.368 2.528 -1.217 0.40
H 3.239 1.033 1.062 0.26
H 3.176 2.870 1.032 0.43
H 1.137 2.486 1.747 0.29
H -1.765 -0.069 -0.937 0.60
H -0.537 0.757 -0.056 0.27
H -1.463 -2.065 -0.205 0.40
H -0.277 -1.752 0.720 0.32
H -1.745 -0.778 1.050 0.41
H -2.599 0.847 2.251 0.26
H -2.918 -0.196 3.115 0.34
O -2.595 -0.120 2.215 -0.58
H 1.499 -2.889 -0.824 0.35
H 1.905 -2.726 0.738 0.30
O 1.325 -3.168 0.072 -0.65
H -0.520 -4.112 -0.269 0.33
H -1.376 -4.534 1.052 0.28
O -1.295 -3.958 0.316 -0.65
H -2.042 2.762 0.525 0.32
H -3.066 3.001 1.627 0.25
O -2.530 2.315 1.247 -0.63
H -3.487 1.261 -0.350 0.35
H -4.302 1.289 -1.643 0.30
O -3.657 0.777 -1.178 -0.61
```

Record 6
Density functional theory data (wB97M-V/def2-TZVPD) for a 2-piece molecular cluster, C5H13N4O2 overall in a non-equilibrium geometry.

## Properties
Lowest unoccupied orbital energy: -3.144 eV
Energy: -567.496237 hartree
Relative energy (zero: lowest compared OMol25 entry of this formula, charge and spin): 0.00 kJ/mol
Net charge: +1

Geometry as XYZ:
```
24
Properties=species:S:1:pos:R:3:mulliken_charge:R:1
C 1.331 -0.870 -0.627 0.44
C 2.041 1.454 0.224 0.13
C -2.113 0.738 0.095 0.07
C 2.760 -1.378 -0.376 -1.57
C -3.800 -0.895 -0.173 -0.58
N 1.255 0.621 -0.436 -0.10
N -0.379 -1.019 0.925 -0.44
N 0.315 -1.603 0.089 -0.07
N 1.651 2.727 0.420 -0.28
O -1.114 1.361 -0.222 -0.57
O -2.636 -0.297 -0.623 -0.27
H 1.043 -1.070 -1.787 0.24
H 2.988 1.127 0.591 0.39
H -2.602 0.880 1.056 0.39
H 3.476 -0.786 -0.871 0.45
H 2.715 -2.385 -0.720 0.36
H 3.102 -1.240 0.595 0.49
H -3.636 -0.894 0.936 0.34
H -3.863 -1.911 -0.583 0.24
H -4.824 -0.352 -0.433 0.24
H 0.408 1.002 -0.609 0.41
H -1.083 -1.531 1.384 0.25
H 0.787 3.004 0.127 0.20
H 2.178 3.319 1.014 0.24
```

Record 7
Density functional theory data (wB97M-V/def2-TZVPD) for one molecule with the formula C4H6N2O in a non-equilibrium geometry.

## Properties
Lowest unoccupied orbital energy (spin up / spin down): -0.735 / -0.612 eV
Energy: -340.570207 hartree
Relative energy (zero: lowest compared OMol25 entry of this formula, charge and spin): 589.96 kJ/mol
Net charge: 0

Geometry as XYZ:
```
13
Properties=species:S:1:pos:R:3:mulliken_charge:R:1
C -2.015 1.136 -0.258 0.42
C 1.203 -1.075 -0.275 -0.34
C 0.366 -0.271 1.088 -0.43
C -0.643 1.422 -0.198 -0.23
N -3.171 0.989 -0.186 -0.40
N 0.253 -1.076 -1.199 -0.50
O 0.293 0.950 0.593 -0.28
H 2.123 -0.567 -0.318 0.33
H 1.257 -2.091 0.117 0.32
H -0.565 -0.746 1.289 0.35
H 0.965 -0.331 2.135 0.24
H -0.407 2.380 -0.697 0.31
H 0.340 -0.719 -2.090 0.21
```

Record 8
Density functional theory data (wB97M-V/def2-TZVPD) for a 2-piece molecular cluster, CHFNO3S overall in a non-equilibrium geometry.

## Properties
Lowest unoccupied orbital energy: 2.641 eV
Energy: -817.182894 hartree
Relative energy (zero: lowest compared OMol25 entry of this formula, charge and spin): 379.22 kJ/mol
Net charge: -1

Geometry as XYZ:
```
8
Properties=species:S:1:pos:R:3:mulliken_charge:R:1
C 1.983 -1.108 -0.132 0.42
N 1.605 0.006 0.013 -0.26
O -0.547 1.499 -0.314 -0.70
O -2.103 0.079 1.432 -0.62
O -2.522 0.027 -0.928 -0.57
F 2.691 -2.211 0.031 -0.17
S -1.462 -0.211 0.064 0.63
H 0.355 1.920 -0.166 0.27
```